The following is a DFT calculation (ωB97M-V/def2-TZVPD) of a 2-piece molecular cluster, C3H10N2O3 overall.

The geometry in XYZ format:
```
18
Properties=species:S:1:pos:R:3:lowdin_charge:R:1
H 1.082 -1.491 -2.405 0.09
H -2.211 -1.214 -0.107 0.13
N -0.380 2.414 1.324 -0.02
C -1.132 -1.300 -0.195 -0.18
O 0.896 0.751 2.332 -0.11
C 0.968 -0.827 -1.542 -0.03
H 0.382 3.093 1.369 0.07
O -0.674 -2.420 0.461 -0.01
H -0.861 2.495 2.223 0.07
H 1.532 -1.249 -0.707 0.08
N 0.140 1.117 1.148 -0.19
O -1.165 0.313 -1.884 0.02
H 0.099 -2.788 0.006 0.09
H 1.422 0.138 -1.789 0.09
H -0.581 1.087 -1.970 0.11
C -0.482 -0.670 -1.208 -0.40
H 1.605 0.207 1.945 0.07
H -0.642 0.345 1.000 0.12
```

## Properties
frontier orbital gap = 8.9 eV
energy relative to the best compared isomer or geometry (same formula, charge and spin) = 4.606 eV
HOMO level = -8.323 eV